Record 1
Here is a structure of composition C44H55N6O4P2Ti from the Open Molecules 2025 dataset. Energies are from ωB97M-V/def2-TZVPD.

Properties
* HOMO level: -10.09 eV
* molecular weight: 841.777 g mol⁻¹
* charge: +1
* F_max: 1.29 eV/Å
* energy above the lowest of the compared OMol25 structures with the same formula, charge and spin: 89.1 kJ/mol

Last column: Löwdin charge in e.
Element x y z (Å)
Ti -0.55 0.87 -0.03  0.9162
C 1.84 -3.70 -1.45  -0.1042
C 1.95 -2.33 -0.78  -0.4797
C 3.27 -1.66 -1.19  -0.0761
P 0.45 -1.28 -1.06  1.1251
C -0.08 -1.39 -2.84  -0.4870
C -0.90 -2.62 -3.19  -0.0790
C 1.09 -1.20 -3.82  -0.1006
C -0.82 -2.19 -0.11  -0.2848
C -0.69 -3.35 0.66  -0.0699
C -1.77 -3.83 1.38  -0.0639
C -2.98 -3.14 1.36  -0.0529
C -3.10 -1.96 0.65  -0.0226
C -2.02 -1.49 -0.09  -0.3430
N -2.03 -0.24 -0.79  -0.1244
C -3.11 0.05 -1.65  -0.2783
C -4.02 -0.92 -2.09  -0.0246
C -5.04 -0.59 -2.96  -0.0575
C -5.17 0.71 -3.44  -0.0712
C -4.26 1.66 -3.03  -0.1013
C -3.24 1.34 -2.13  -0.3116
P -2.03 2.56 -1.53  1.1626
C -1.66 3.46 -3.13  -0.4876
C -2.18 4.89 -3.23  -0.0967
C -0.17 3.42 -3.48  -0.1063
C -3.06 3.58 -0.35  -0.5022
C -4.53 3.81 -0.71  -0.0929
C -2.39 4.92 0.01  -0.1001
H 2.58 -4.37 -1.02  0.0451
H 2.05 -3.63 -2.52  0.0809
H 0.86 -4.16 -1.33  0.0729
H 1.96 -2.45 0.30  0.0895
H 3.26 -1.34 -2.23  0.0693
H 4.09 -2.38 -1.08  0.0913
H 3.51 -0.80 -0.58  0.0444
H -0.72 -0.51 -2.94  0.0846
H -0.32 -3.54 -3.12  0.0696
H -1.24 -2.53 -4.23  0.0918
H -1.78 -2.73 -2.56  0.0619
H 1.71 -2.09 -3.88  0.0666
H 1.71 -0.35 -3.55  0.0539
H 0.68 -1.02 -4.82  0.0885
H 0.25 -3.88 0.70  0.0730
H -1.67 -4.74 1.96  0.1095
H -3.82 -3.51 1.93  0.1121
H -4.02 -1.39 0.68  0.1291
H -3.93 -1.95 -1.76  0.1074
H -5.74 -1.36 -3.28  0.1133
H -5.97 0.97 -4.12  0.1096
H -4.34 2.68 -3.41  0.1096
H -2.18 2.85 -3.87  0.0929
H -1.60 5.56 -2.60  0.0748
H -3.23 4.99 -2.98  0.0597
H -2.05 5.23 -4.26  0.0915
H 0.39 4.09 -2.82  0.0690
H -0.04 3.79 -4.51  0.0924
H 0.26 2.43 -3.42  0.0547
H -3.04 2.94 0.53  0.0884
H -4.65 4.45 -1.59  0.0687
H -5.00 4.33 0.13  0.0925
H -5.07 2.88 -0.87  0.0730
H -2.66 5.69 -0.71  0.0698
H -1.30 4.86 0.04  0.0512
H -2.73 5.25 0.99  0.0921
C 3.13 -5.73 0.76  -0.0633
O 4.13 -5.08 1.53  -0.0577
C 3.72 -4.28 2.54  -0.2758
C 2.38 -3.97 2.80  0.0002
C 2.07 -3.13 3.87  -0.0117
C 3.07 -2.62 4.69  -0.2865
C 4.39 -2.98 4.44  -0.0173
C 4.72 -3.77 3.36  0.0146
N 2.84 -1.85 5.88  0.0855
N 1.88 -1.07 5.97  0.0888
C 1.08 -0.74 4.82  -0.2465
C -0.28 -0.77 4.94  -0.0030
C -1.13 -0.40 3.87  0.0314
C -0.59 0.00 2.69  -0.2991
O -1.31 0.39 1.61  -0.2179
C 0.81 0.05 2.55  -0.1282
N 1.26 0.48 1.33  0.0620
C 2.55 0.66 1.17  -0.1127
C 3.48 0.45 2.20  0.0027
C 3.04 0.01 3.42  0.0317
C 1.66 -0.25 3.62  -0.0943
H 3.65 -6.37 0.06  0.1089
H 2.52 -5.01 0.21  0.0312
H 2.48 -6.34 1.39  0.1083
H 1.59 -4.39 2.20  0.0859
H 1.03 -2.92 4.08  0.1182
H 5.16 -2.61 5.11  0.1225
H 5.75 -4.05 3.16  0.1273
H -0.70 -1.11 5.88  0.1274
H -2.20 -0.44 3.99  0.1302
H 2.88 0.97 0.18  0.0992
H 4.52 0.66 2.03  0.1203
H 3.74 -0.12 4.24  0.1245
C 1.09 4.70 1.51  0.0170
C 0.67 3.49 0.75  -0.2678
N -0.31 2.73 1.09  -0.0921
O -0.98 3.08 2.22  0.0124
C 1.39 3.03 -0.44  -0.3026
C 2.61 3.67 -1.01  0.0008
N 0.91 1.91 -0.92  -0.2916
O 1.47 1.29 -1.89  -0.1619
H 1.08 5.58 0.85  0.0999
H 2.11 4.58 1.87  0.1057
H 0.43 4.88 2.35  0.0858
H -1.55 2.31 2.37  0.0979
H 2.73 4.68 -0.64  0.0824
H 2.55 3.68 -2.10  0.0842
H 3.51 3.09 -0.76  0.0931



Record 2
Here is a structure of composition C44H56BBrN13Tl from the Open Molecules 2025 dataset. Energies are from ωB97M-V/def2-TZVPD.

Properties
* HOMO level: -7.42 eV
* molecular weight: 1062.122 g mol⁻¹
* charge: 0
* F_max: 2.40 eV/Å
* energy above the lowest of the compared OMol25 structures with the same formula, charge and spin: 159.5 kJ/mol

Last column: Löwdin charge in e.
Element x y z (Å)
Tl 0.35 -0.40 -0.19  0.8030
N -1.51 -2.34 3.93  0.1233
C -0.92 -1.57 2.98  -0.2108
N 0.07 -1.95 2.27  0.0624
C 0.67 -3.18 2.50  -0.3209
N 1.83 -3.45 2.03  0.0932
N 2.61 -2.56 1.51  0.0388
C 3.05 -2.40 0.34  -0.1345
C 3.93 -1.23 0.11  -0.2696
C 5.27 -1.30 -0.28  -0.0095
C 5.99 -0.12 -0.39  -0.0604
C 5.36 1.09 -0.12  -0.0552
C 4.01 1.06 0.20  -0.1615
N 3.32 -0.06 0.31  0.0540
C -0.09 -4.16 3.27  -0.0916
C 0.21 -5.52 3.30  -0.0297
C -0.58 -6.39 4.02  -0.0866
C -1.68 -5.92 4.73  -0.0817
C -1.99 -4.58 4.71  -0.0199
C -1.21 -3.69 3.99  -0.1854
H -2.33 -2.02 4.43  0.1518
H -1.31 -0.57 2.84  0.1372
H 2.73 -2.98 -0.53  0.0999
H 5.74 -2.25 -0.48  0.1102
H 7.03 -0.14 -0.67  0.1057
H 5.89 2.03 -0.17  0.1065
H 3.44 1.96 0.37  0.1172
H 1.08 -5.86 2.76  0.1108
H -0.34 -7.45 4.04  0.1013
H -2.29 -6.61 5.29  0.1046
H -2.84 -4.21 5.27  0.1117
C -1.35 4.89 -2.42  -0.0207
C -0.50 3.67 -2.42  -0.2659
C 0.42 3.37 -3.40  0.0161
C 1.00 2.15 -3.01  -0.2513
N 0.45 1.76 -1.87  0.0502
N -0.46 2.68 -1.50  0.0273
B -1.32 2.69 -0.21  -0.5378
N -0.50 2.67 1.10  0.0272
N 0.28 1.68 1.58  0.0654
C 0.78 2.09 2.75  -0.2499
C 0.30 3.38 3.03  0.0081
C -0.51 3.71 1.96  -0.2655
C -1.24 5.00 1.80  -0.0210
C 1.75 1.40 3.67  -0.5251
C 3.04 2.23 3.69  -0.0369
C 1.16 1.34 5.08  -0.0458
C 2.10 -0.03 3.25  -0.0639
N -2.46 1.64 -0.20  0.0274
N -2.33 0.31 -0.13  0.0616
C -3.55 -0.22 -0.12  -0.2517
C -4.50 0.80 -0.18  0.0193
C -3.76 1.97 -0.22  -0.2658
C -4.34 3.34 -0.29  -0.0182
C -3.84 -1.70 -0.06  -0.5356
C -5.35 -1.95 -0.02  -0.0572
C -3.21 -2.31 1.19  -0.0520
C -3.24 -2.39 -1.28  -0.0462
C 2.06 1.41 -3.78  -0.5347
C 2.31 2.11 -5.12  -0.0593
C 3.36 1.36 -2.98  -0.0387
C 1.61 -0.03 -4.03  -0.0449
H -1.08 5.49 -3.28  0.0805
H -2.41 4.64 -2.49  0.0691
H -1.21 5.48 -1.52  0.0713
H 0.63 3.96 -4.26  0.1003
H -1.87 3.73 -0.23  0.0898
H 0.51 3.99 3.88  0.1061
H -1.02 5.63 2.67  0.0803
H -0.91 5.53 0.90  0.0748
H -2.31 4.85 1.74  0.0680
H 2.84 3.27 3.94  0.0763
H 3.73 1.83 4.44  0.0850
H 3.52 2.19 2.72  0.0669
H 1.02 2.33 5.50  0.0740
H 0.20 0.83 5.07  0.0782
H 1.83 0.78 5.73  0.0854
H 2.00 -0.14 2.17  0.0044
H 3.11 -0.29 3.53  0.0921
H 1.43 -0.73 3.73  0.0599
H -5.56 0.74 -0.19  0.1003
H -5.43 3.27 -0.27  0.0814
H -4.02 3.94 0.56  0.0691
H -4.04 3.86 -1.19  0.0678
H -5.79 -1.50 0.87  0.0842
H -5.84 -1.53 -0.89  0.0826
H -5.55 -3.02 0.00  0.0837
H -3.56 -1.79 2.08  0.0864
H -3.46 -3.37 1.27  0.0916
H -2.13 -2.20 1.11  0.0429
H -3.70 -2.03 -2.20  0.0905
H -2.17 -2.16 -1.31  0.0280
H -3.37 -3.46 -1.22  0.0867
H 2.74 3.09 -4.97  0.0836
H 2.99 1.52 -5.73  0.0840
H 1.38 2.23 -5.67  0.0832
H 3.71 2.36 -2.74  0.0932
H 3.18 0.83 -2.05  0.0491
H 4.14 0.84 -3.54  0.0906
H 0.74 -0.04 -4.69  0.0797
H 2.40 -0.62 -4.49  0.0918
H 1.33 -0.49 -3.08  0.0362
N -0.27 -4.70 -0.21  0.1365
C 0.17 -3.68 -0.55  -0.0572
H -0.67 -5.55 0.14  0.0885
Br -2.23 -2.24 -7.31  0.7271
C -1.70 -1.94 -5.50  -0.6729
C -0.92 -2.89 -4.85  -0.0953
C -0.53 -2.60 -3.55  -0.1558
N -0.85 -1.49 -2.92  0.0071
C -1.61 -0.61 -3.54  -0.1537
C -2.08 -0.79 -4.84  -0.0957
H -0.63 -3.80 -5.34  0.1005
H 0.08 -3.30 -2.99  0.0759
H -1.86 0.28 -2.98  0.1125
H -2.71 -0.05 -5.32  0.1045



Record 3
Here is a structure of composition C44H56F6N9OPSTeTi from the Open Molecules 2025 dataset. Energies are from ωB97M-V/def2-TZVPD.

Properties
* HOMO level: -12.24 eV
* molecular weight: 1079.490 g mol⁻¹
* charge: +2
* F_max: 1.24 eV/Å
* energy above the lowest of the compared OMol25 structures with the same formula, charge and spin: 0.0 kJ/mol

Last column: Löwdin charge in e.
Element x y z (Å)
Ti 0.05 -0.40 0.40  1.0132
N 0.28 1.73 0.60  -0.0631
C -0.89 2.56 0.91  -0.1680
C -2.11 2.13 0.09  -0.1425
N -1.74 1.19 -0.98  -0.1568
C -2.85 0.26 -1.29  -0.1635
C -2.30 -1.04 -1.80  -0.1939
N -1.51 -1.63 -0.70  -0.0366
C -1.39 1.88 -2.26  -0.1669
C -0.49 3.12 -2.25  -0.2199
N 0.89 2.85 -1.85  0.0035
H 1.02 1.92 1.28  0.0703
H 0.68 2.05 -0.32  0.0427
H -0.64 3.61 0.75  0.1271
H -1.11 2.45 1.97  0.0787
H -2.63 3.01 -0.31  0.1369
H -2.82 1.63 0.75  0.0982
H -3.55 0.70 -2.00  0.1389
H -3.41 0.06 -0.37  0.1037
H -1.65 -0.90 -2.65  0.0834
H -3.11 -1.72 -2.10  0.1378
H -1.02 -2.46 -1.02  0.0989
H -2.16 -1.95 0.02  0.0632
H -2.33 2.21 -2.72  0.1318
H -0.97 1.14 -2.95  0.0904
H -0.90 3.88 -1.58  0.1106
H -0.56 3.54 -3.25  0.1269
H 1.43 3.71 -1.85  0.1084
H 1.34 2.22 -2.50  0.0602
S 0.96 -0.52 -1.87  0.7641
C 1.96 -1.89 -1.41  -0.7044
N 2.99 -2.34 -2.16  0.1290
N 3.33 -1.67 -3.16  0.0525
C 4.38 -2.06 -4.04  -0.2098
C 5.08 -3.25 -3.83  -0.0068
C 6.08 -3.58 -4.72  -0.0513
C 6.38 -2.74 -5.79  -0.0537
C 5.68 -1.56 -5.98  -0.0580
C 4.67 -1.22 -5.10  -0.0181
N 1.76 -2.65 -0.35  0.0753
N 0.86 -2.27 0.49  -0.1412
C 0.47 -3.29 1.43  -0.2384
C 0.10 -2.97 2.73  -0.0409
C -0.34 -3.96 3.59  -0.0533
C -0.41 -5.28 3.16  -0.0581
C -0.04 -5.60 1.87  -0.0559
C 0.39 -4.61 0.99  -0.0158
H 2.84 -0.80 -3.37  0.1031
H 4.83 -3.89 -2.99  0.1151
H 6.64 -4.49 -4.58  0.1166
H 7.18 -3.01 -6.48  0.1161
H 5.91 -0.91 -6.81  0.1154
H 4.11 -0.30 -5.24  0.1164
H 0.20 -1.96 3.09  0.0759
H -0.62 -3.70 4.61  0.0970
H -0.75 -6.06 3.84  0.1135
H -0.09 -6.62 1.52  0.1150
H 0.67 -4.86 -0.02  0.1137
F 1.29 -0.22 2.39  -0.2846
P 2.95 0.10 2.04  0.2332
F 4.38 0.44 1.51  -0.0577
F 2.58 1.67 2.17  -0.1367
F 2.31 0.14 0.47  -0.2626
F 3.16 -1.46 1.88  -0.0834
F 3.32 0.05 3.57  -0.0806
C -3.17 5.02 8.88  -0.0285
C -2.64 4.06 7.85  -0.2355
C -3.23 3.96 6.60  0.0051
C -2.75 3.09 5.62  -0.2826
C -3.47 3.08 4.29  -0.0517
C -1.65 2.29 5.95  -0.3379
Te -0.79 0.83 4.69  1.9218
N -2.40 0.27 3.63  -0.1135
C -2.33 -0.31 2.50  -0.4836
O -1.26 -0.41 1.69  -0.2220
C -3.56 -1.00 2.01  -0.1848
C -3.51 -2.36 1.73  -0.0407
C -4.65 -3.01 1.27  -0.0463
C -5.83 -2.30 1.10  -0.0527
C -5.89 -0.95 1.42  -0.0481
C -4.76 -0.30 1.89  -0.0352
C -0.96 -0.84 5.96  -0.3271
C 0.20 -1.59 6.17  -0.3234
C 1.56 -1.25 5.61  -0.0743
C 0.11 -2.71 6.98  -0.0147
C -1.07 -3.09 7.59  -0.2420
C -1.15 -4.29 8.48  -0.0271
C -2.20 -2.31 7.37  0.0023
C -2.19 -1.17 6.56  -0.2593
C -3.48 -0.41 6.46  -0.0398
C -1.00 2.40 7.18  -0.2922
C 0.22 1.60 7.55  -0.0548
C -1.52 3.28 8.12  0.0073
H -4.14 5.42 8.59  0.0824
H -2.48 5.86 9.01  0.0954
H -3.28 4.53 9.85  0.0906
H -4.08 4.58 6.36  0.1275
H -3.95 4.04 4.13  0.0906
H -4.25 2.31 4.27  0.0804
H -2.81 2.90 3.45  0.0428
H -2.59 -2.92 1.90  0.1145
H -4.62 -4.07 1.07  0.1174
H -6.71 -2.81 0.73  0.1161
H -6.81 -0.40 1.30  0.1168
H -4.80 0.75 2.17  0.1148
H 1.55 -0.52 4.81  -0.0073
H 2.04 -2.15 5.21  0.1012
H 2.20 -0.86 6.40  0.1052
H 1.01 -3.30 7.15  0.1349
H -0.24 -4.89 8.43  0.0829
H -1.99 -4.93 8.21  0.0896
H -1.30 -3.99 9.52  0.0957
H -3.14 -2.59 7.83  0.1349
H -4.31 -1.11 6.30  0.0954
H -3.52 0.31 5.65  0.0257
H -3.67 0.12 7.39  0.1024
H 0.87 1.38 6.70  0.0478
H -0.04 0.65 8.03  0.0966
H 0.84 2.17 8.25  0.0984
H -1.02 3.38 9.08  0.1347



Record 4
Here is a structure of composition C44H59BN6OReS from the Open Molecules 2025 dataset. Energies are from ωB97M-V/def2-TZVPD.

Properties
* HOMO level (spin up / spin down): -7.31 / -7.49 eV
* molecular weight: 917.083 g mol⁻¹
* charge: 0
* F_max: 1.40 eV/Å
* spin multiplicity: 4
* expectation value of S²: 4.032
* energy above the lowest of the compared OMol25 structures with the same formula, charge and spin: 26.2 kJ/mol

Last column: Mulliken spin population.
Element x y z (Å)
Re 0.07 0.03 -0.07  2.7843
C 2.11 4.81 -1.77  0.0011
C 1.52 3.47 -2.04  0.0092
C 0.96 2.99 -3.21  -0.0046
C 0.59 1.66 -2.94  0.0777
N 0.92 1.37 -1.68  0.0169
N 1.47 2.48 -1.13  -0.0054
B 2.32 2.34 0.16  -0.0289
N 3.06 0.98 0.08  0.0003
N 2.44 -0.24 0.04  0.1381
C 3.42 -1.16 0.05  0.0254
C 4.66 -0.51 0.11  -0.0052
C 4.39 0.83 0.13  0.0081
C 5.36 1.96 0.18  0.0000
C 3.30 -2.66 -0.02  -0.0413
C 4.01 -3.14 -1.29  0.0031
C 1.86 -3.15 -0.06  0.0939
C 3.98 -3.26 1.22  0.0015
N 1.52 2.36 1.48  -0.0113
N 0.96 1.22 1.95  0.2174
C 0.75 1.37 3.25  0.0178
C 1.16 2.66 3.63  0.0125
C 1.65 3.26 2.49  0.0053
C 2.24 4.61 2.33  0.0007
C 0.28 0.28 4.18  -0.0566
C 0.12 -1.05 3.45  0.0818
C -1.06 0.67 4.84  0.0031
C 1.34 0.13 5.29  0.0013
C 0.01 0.67 -3.92  -0.0783
C 0.84 0.75 -5.21  0.0030
C 0.07 -0.76 -3.39  0.1801
C -1.45 1.04 -4.24  0.0086
H 1.81 5.50 -2.56  -0.0001
H 1.77 5.20 -0.82  0.0000
H 3.20 4.76 -1.75  0.0005
H 0.83 3.53 -4.13  0.0002
H 3.11 3.23 0.17  0.0009
H 5.64 -0.97 0.14  0.0002
H 6.38 1.57 0.15  0.0002
H 5.23 2.63 -0.68  0.0004
H 5.24 2.56 1.09  0.0004
H 3.55 -2.70 -2.18  -0.0006
H 5.07 -2.86 -1.28  -0.0001
H 3.94 -4.23 -1.37  -0.0001
H 1.33 -2.76 -0.93  -0.0198
H 1.85 -4.24 -0.11  -0.0046
H 1.32 -2.85 0.83  -0.0062
H 5.02 -2.96 1.29  -0.0002
H 3.47 -2.94 2.13  0.0001
H 3.93 -4.35 1.17  0.0000
H 1.13 3.11 4.62  0.0004
H 2.08 5.20 3.23  0.0002
H 3.32 4.55 2.14  0.0004
H 1.80 5.14 1.49  0.0000
H -0.64 -0.98 2.68  -0.0075
H 1.07 -1.34 2.98  -0.0070
H -0.17 -1.83 4.16  -0.0031
H -1.87 0.61 4.12  0.0003
H -1.27 -0.02 5.66  -0.0002
H -1.02 1.68 5.24  0.0003
H 2.33 -0.04 4.86  0.0000
H 1.39 1.02 5.91  -0.0001
H 1.09 -0.72 5.92  -0.0001
H 1.89 0.59 -5.00  0.0003
H 0.51 -0.02 -5.92  -0.0008
H 0.72 1.72 -5.70  -0.0002
H 1.10 -1.05 -3.18  -0.0153
H -0.52 -0.87 -2.47  -0.0356
H -0.34 -1.45 -4.13  -0.0005
H -1.53 2.09 -4.53  -0.0012
H -1.82 0.42 -5.05  0.0000
H -2.09 0.89 -3.36  -0.0016
C -5.57 -7.19 -1.28  0.0003
C -5.47 -8.26 -0.23  0.0021
O -6.13 -9.27 -0.23  0.0006
S -4.24 -8.10 1.06  -0.0008
C -3.47 -6.51 0.82  0.0300
C -4.02 -5.37 1.39  -0.0137
C -3.39 -4.15 1.24  0.0313
C -2.18 -4.05 0.54  -0.0419
C -1.62 -5.21 0.00  0.0308
C -2.26 -6.43 0.14  -0.0141
C -1.52 -2.79 0.40  0.1727
C -0.95 -1.72 0.28  -0.1192
H -6.57 -7.22 -1.72  0.0000
H -4.84 -7.40 -2.06  0.0002
H -5.37 -6.20 -0.88  0.0002
H -4.95 -5.44 1.94  -0.0007
H -3.82 -3.25 1.66  0.0012
H -0.69 -5.14 -0.55  0.0015
H -1.83 -7.33 -0.28  -0.0007
C -3.95 1.52 0.34  -0.0261
C -2.48 1.99 0.25  -0.1012
C -2.04 2.33 1.68  0.0236
C -1.67 0.90 -0.40  -0.1709
C -2.36 3.20 -0.69  -0.0632
C -1.45 4.23 -0.45  -0.0021
C -1.38 5.33 -1.29  0.0041
C -2.18 5.42 -2.41  -0.0100
C -3.06 4.38 -2.69  0.0066
C -3.15 3.29 -1.84  -0.0033
H -4.03 0.77 1.13  0.0047
H -4.30 1.07 -0.58  -0.0014
H -4.59 2.37 0.59  -0.0029
H -2.11 1.43 2.28  0.0014
H -2.69 3.10 2.10  0.0008
H -1.01 2.69 1.73  -0.0186
H -2.17 0.64 -1.34  -0.0748
H -0.79 4.19 0.41  -0.0034
H -0.69 6.14 -1.06  0.0003
H -2.13 6.28 -3.06  -0.0003
H -3.69 4.42 -3.57  0.0003
H -3.85 2.51 -2.08  -0.0023



Question: Which of these has the highest F_max?
Answer: C44H56BBrN13Tl



Question: What is the energy above the lowest of the compared OMol25 structures with the same formula, charge and spin in the first record?
Answer: 89.1 kJ/mol



Question: Which value of molecular weight does entry 2 give?
Answer: 1062.122 g mol⁻¹